This record from OMol25 describes a cluster of 3 separate species, C18H27BF16O5P in total. The level of theory is the ωB97M-V functional and the def2-TZVPD basis.

Geometry as XYZ:
```
68
Properties=species:S:1:pos:R:3:forces:R:3:nbo_charge:R:1
C 5.534507 2.516629 -5.352705 -0.36 0.22 -0.11 -1.024
B 4.481206 3.658864 -5.207048 0.70 0.25 -0.10 0.749
O 4.754420 4.978202 -5.219834 -0.35 -0.51 -0.15 -0.832
P 2.565925 3.253043 -4.984290 0.21 0.05 0.39 0.692
C 1.761675 4.114396 -3.597662 -0.54 0.16 -0.21 -0.695
C 0.729200 5.190835 -4.046881 0.31 0.34 0.20 -0.409
C -0.549079 5.180622 -3.182096 -0.23 -0.02 -0.03 -0.396
C -1.787021 4.624302 -3.910362 0.02 -0.07 0.32 -0.435
C -1.481320 3.380850 -4.747178 -0.59 -0.07 -0.32 -0.060
O -2.431056 2.339782 -4.449884 0.31 0.17 0.39 -0.549
C -1.840784 1.096571 -4.469020 -0.13 -0.28 -0.18 0.809
C -1.640514 0.526269 -3.095878 0.13 -0.10 -0.11 -0.730
O -1.505135 0.572966 -5.492712 0.13 0.21 0.14 -0.546
H 5.860986 2.501396 -6.401715 -0.01 -0.12 0.08 0.281
H 5.148424 1.529968 -5.099078 0.17 -0.02 -0.03 0.254
H 6.421807 2.738569 -4.753131 -0.04 -0.09 0.00 0.272
H 5.682343 5.153599 -5.426627 0.04 0.22 0.16 0.521
H 1.872045 3.486533 -6.173827 -0.08 -0.04 -0.01 0.079
H 2.476464 1.879483 -4.755164 -0.12 -0.05 -0.14 0.066
H 1.248793 3.339527 -3.020967 0.19 0.03 0.00 0.266
H 2.537737 4.561795 -2.974234 -0.01 -0.15 0.00 0.274
H 1.215000 6.167643 -3.968878 -0.02 -0.13 -0.06 0.238
H 0.479981 5.075920 -5.104819 -0.07 -0.04 0.07 0.207
H -0.762379 6.193403 -2.830380 0.01 -0.11 -0.08 0.234
H -0.387852 4.588885 -2.273181 0.12 0.04 -0.11 0.204
H -2.259440 5.400569 -4.515094 0.12 -0.07 -0.08 0.221
H -2.526540 4.331021 -3.159718 0.04 0.07 -0.11 0.246
H -1.551093 3.587953 -5.819538 0.23 -0.02 0.07 0.199
H -0.481796 2.988133 -4.526327 0.02 0.06 -0.05 0.135
H -2.594045 0.391065 -2.582678 0.06 0.06 -0.02 0.263
H -1.041945 1.232732 -2.512865 -0.14 -0.02 0.07 0.224
H -1.104165 -0.418019 -3.170807 -0.14 0.01 0.06 0.239
C -1.784053 -1.017703 2.933824 0.09 -0.14 0.49 -0.136
C -1.035042 -0.869891 1.600234 -0.24 -0.13 -0.09 0.597
C -0.710809 0.540328 1.099896 0.08 0.05 -0.06 0.518
F -1.824580 1.244259 0.830462 -0.17 0.00 0.06 -0.320
F -0.017197 0.430847 -0.067752 0.09 0.03 0.04 -0.339
F -1.664220 -1.555315 0.623600 -0.01 0.04 0.01 -0.310
F 0.189792 -1.449998 1.785833 0.06 0.02 0.05 -0.333
O -3.173409 -1.272943 2.864057 0.02 0.06 -0.57 -0.508
C -4.112534 -0.280116 2.841998 0.08 -0.12 0.24 0.850
C -4.976600 -0.355059 1.576373 -0.07 -0.02 -0.01 0.503
F -4.208973 -0.209702 0.474216 0.08 0.04 0.00 -0.328
F -5.873226 0.652177 1.603984 -0.01 0.01 -0.02 -0.317
F -3.574241 0.941905 2.998264 0.10 0.07 -0.11 -0.319
F -4.948170 -0.484653 3.881418 -0.04 0.04 0.09 -0.317
H -1.374951 -1.923347 3.373405 0.01 -0.01 -0.02 0.247
H -1.545746 -0.206259 3.622309 -0.04 0.15 -0.16 0.211
H -0.100722 1.085927 1.823479 0.01 -0.03 0.00 0.146
H -5.496689 -1.313055 1.532755 0.00 0.00 0.00 0.155
C 0.147673 -6.031890 4.609127 -0.14 -0.41 -0.35 -0.133
C -0.032598 -4.512060 4.773412 -0.04 -0.14 0.33 0.597
C 1.183276 -3.613251 4.525194 0.09 0.09 -0.12 0.520
F 2.148015 -3.848368 5.428779 0.04 -0.15 0.09 -0.314
F 0.811744 -2.311811 4.647965 -0.10 -0.08 0.01 -0.332
F -0.579501 -4.226382 5.969110 0.06 0.01 -0.02 -0.304
F -0.940360 -4.151869 3.809368 0.04 0.06 -0.10 -0.341
O 0.305100 -6.803504 5.780817 -0.03 0.52 0.32 -0.508
C 1.526050 -7.129742 6.304953 -0.14 -0.18 -0.16 0.850
C 1.671663 -6.613145 7.742131 -0.01 -0.03 0.06 0.504
F 1.564212 -5.270139 7.769784 0.02 0.05 -0.08 -0.321
F 2.893267 -6.956438 8.200089 0.02 0.01 0.02 -0.318
F 2.542859 -6.727426 5.525088 0.05 0.19 -0.02 -0.318
F 1.587119 -8.476858 6.377362 0.05 -0.08 -0.04 -0.319
H -0.808647 -6.365314 4.208698 0.00 0.01 -0.02 0.232
H 0.904005 -6.265953 3.859251 0.12 0.15 0.08 0.211
H 1.579800 -3.763708 3.517490 -0.02 -0.03 0.00 0.143
H 0.901346 -7.053052 8.377604 0.00 -0.01 -0.01 0.153
```
Positions in Å, forces in eV/Å.

E = -82780.8023 eV
HOMO = -12.8 eV
Orbital gap = 8.8 eV
Charge = +1

---

This record from OMol25 describes a structure of composition C18H27BrInNO4P2 at a distorted geometry. The level of theory is the ωB97M-V functional and the def2-TZVPD basis.

Geometry as XYZ:
```
54
Properties=species:S:1:pos:R:3:forces:R:3:nbo_charge:R:1
In 0.253927 -0.032663 0.381312 -0.43 -0.19 0.44 1.409
P -2.168374 -0.226284 -0.539619 -1.28 1.46 -0.74 0.866
C -2.187316 0.631998 -2.221419 1.50 -0.09 1.43 -0.706
C -0.799673 0.914085 -2.753837 0.55 0.78 -0.82 0.232
N 0.297387 0.771124 -1.979831 -0.34 -0.71 0.92 -0.557
C 1.535272 1.058626 -2.414261 -0.25 0.43 -1.02 0.232
C 1.696915 1.727231 -3.630889 0.18 -0.11 0.33 -0.219
C 0.575236 1.972381 -4.426914 -0.15 0.17 -0.13 -0.099
C -0.675508 1.504069 -4.016386 0.34 -0.08 0.42 -0.211
C 2.743702 0.632548 -1.588907 -0.31 0.10 -0.05 -0.760
P 2.428563 -0.905955 -0.612299 1.48 0.69 0.49 0.916
H -1.578503 1.640469 -4.602350 0.24 0.04 -0.12 0.249
H 2.702549 2.070673 -3.896721 -0.49 -0.19 -0.16 0.252
H 0.664447 2.547970 -5.362123 0.02 -0.46 0.51 0.263
H 3.591413 0.441966 -2.266416 -0.22 0.16 0.29 0.282
H 3.033789 1.434182 -0.887181 -0.03 -0.28 -0.15 0.285
H -2.872592 0.175613 -2.871376 -0.40 -1.19 -1.33 0.275
H -2.673174 1.591952 -2.060450 0.18 0.11 0.20 0.270
H -1.512738 -4.305285 -4.314891 -0.23 -0.56 0.65 0.467
O -1.295538 -3.900856 -5.143571 -0.23 0.83 -0.65 -0.939
H -2.139765 -3.557361 -5.483781 0.46 -0.30 0.07 0.474
H -0.360293 -4.857127 -0.779924 -0.33 0.42 0.86 0.459
O -0.038097 -5.322777 -1.534291 0.17 -0.47 -0.76 -0.914
H 0.508490 -4.707413 -2.023472 0.13 0.06 -0.15 0.458
C 2.850877 -2.295006 -1.702566 -0.66 -0.40 -0.07 -0.937
H 3.875455 -2.218165 -2.087201 -0.19 0.22 0.24 0.284
H 2.746884 -3.240694 -1.158819 0.08 0.17 0.00 0.278
H 2.154239 -2.330091 -2.546216 0.12 0.07 0.02 0.268
C 3.715276 -0.844053 0.701229 -0.16 -0.17 0.12 -0.937
H 3.652778 -1.770009 1.298918 0.10 0.33 -0.27 0.274
H 4.731756 -0.745178 0.275916 -0.54 -0.07 0.13 0.275
H 3.509560 0.001617 1.380599 0.10 -0.27 -0.33 0.271
C -2.945749 1.270689 0.171819 -0.03 -0.15 0.68 -0.920
H -3.915518 1.405618 -0.328550 0.18 -0.05 0.36 0.260
H -3.048244 1.204598 1.248344 -0.24 0.12 0.21 0.265
H -2.315173 2.135515 -0.074119 -0.08 -0.21 0.20 0.251
C -3.463427 -1.537508 -0.504422 0.46 -0.41 0.02 -0.912
H -3.705749 -1.764725 0.544211 0.06 0.19 -0.28 0.281
H -4.374003 -1.217899 -1.037881 0.45 0.07 0.22 0.275
H -3.086899 -2.470321 -0.957647 -0.13 0.42 0.10 0.267
Br -1.087886 3.660083 2.934276 0.11 0.07 0.17 0.091
C -0.475068 2.619449 4.394616 0.48 -0.41 0.97 -0.050
C -0.506249 3.168848 5.681661 -0.04 0.00 -0.16 -0.216
C -0.257185 2.367559 6.797360 0.20 -0.38 -0.26 -0.151
C 0.006498 1.004940 6.643917 0.10 -0.26 -0.25 -0.199
C 0.112701 0.455269 5.368656 -0.18 0.29 -0.42 -0.152
C -0.070501 1.273837 4.242538 -0.09 0.78 -0.35 -0.216
C 0.166149 0.755815 2.867194 -0.70 -0.89 0.60 0.800
O -0.295588 -0.406882 2.572108 0.70 0.84 -1.03 -0.707
O 0.783327 1.448915 1.984313 -0.41 -0.94 -0.86 -0.703
H -0.700462 4.229979 5.827368 -0.17 -0.27 -0.15 0.248
H -0.260569 2.793946 7.797340 -0.09 0.03 -0.24 0.245
H 0.161914 0.348950 7.499440 -0.07 0.31 -0.12 0.242
H 0.310714 -0.604283 5.195192 0.09 0.34 0.23 0.238
```
Positions in Å, forces in eV/Å.

E = -122564.8426 eV
HOMO = -13.8 eV
Orbital gap = 6.9 eV
Charge = +2

---

This record from OMol25 describes a structure of composition C18H27ClN9O4 at a distorted geometry. The level of theory is the ωB97M-V functional and the def2-TZVPD basis.

Geometry as XYZ:
```
59
Properties=species:S:1:pos:R:3:forces:R:3:nbo_charge:R:1
Cl -6.899710 -16.906200 -15.235470 -0.78 -0.73 -1.26 2.636
O -7.501740 -17.901450 -14.393470 0.84 3.87 -3.16 -0.875
O -6.501810 -17.598660 -16.446010 -2.50 3.83 2.08 -0.841
O -7.823350 -15.816810 -15.509870 6.83 -0.87 1.26 -0.815
O -5.729910 -16.454570 -14.515520 -4.63 -2.21 -4.18 -0.873
C -4.384270 -17.611510 -16.148690 3.32 -2.11 -1.73 -0.692
C -3.132240 -18.330930 -16.475920 -0.49 0.66 0.61 0.310
N -2.182390 -18.895760 -16.773220 0.43 -0.27 -0.32 -0.375
H -4.221490 -16.703110 -15.568680 1.19 -1.95 -2.00 0.221
H -5.093820 -18.276480 -15.656270 2.18 -0.23 0.18 0.245
H -4.858340 -17.440880 -17.115260 1.15 0.46 0.07 0.253
C -9.027220 -18.166280 -12.962430 -2.82 -0.66 1.66 -0.712
C -9.545710 -19.192090 -13.878880 0.10 -4.53 5.44 0.305
N -9.864510 -20.036250 -14.644500 -4.01 1.36 13.53 -0.252
H -7.944560 -18.075850 -12.874160 -1.97 -0.79 1.08 0.264
H -9.448160 -18.377330 -11.979390 -0.13 -0.17 0.24 0.229
H -9.528730 -17.241710 -13.248340 0.43 0.62 -0.13 0.221
C -8.360770 -17.632650 -17.744120 0.40 0.71 -1.90 -0.760
C -9.004340 -18.315760 -16.654670 0.99 2.48 -2.59 0.343
N -9.506110 -18.885430 -15.813740 -2.47 8.03 -10.08 -0.433
H -9.072630 -17.276780 -18.488910 0.35 -1.25 -0.19 0.279
H -7.477620 -18.157160 -18.108860 -0.80 -0.47 -0.59 0.247
H -7.864620 -16.711440 -17.438670 -0.96 -0.04 -0.31 0.259
C -6.967320 -15.806680 -12.535670 -1.15 0.68 2.19 -0.841
C -8.081290 -14.931000 -12.467040 1.05 0.58 -0.02 0.321
N -8.945180 -14.201340 -12.374820 -1.70 1.14 0.03 -0.371
H -6.271840 -15.737720 -13.372120 -2.13 1.82 1.09 0.285
H -7.488140 -16.764070 -12.551530 0.86 0.26 0.30 0.277
H -6.327060 -15.768530 -11.654360 -0.77 0.38 0.42 0.258
C -6.722790 -20.168720 -16.726570 -0.86 -1.26 0.24 -0.764
C -8.069200 -20.596690 -16.296090 3.39 -1.61 -0.87 0.272
N -9.133110 -20.832550 -15.950360 1.86 -7.43 -5.65 -0.326
H -5.964550 -20.766160 -16.220370 -0.12 -0.18 -0.28 0.247
H -6.594730 -19.136950 -16.399230 0.14 -1.42 -1.02 0.277
H -6.660990 -20.354010 -17.798920 0.27 0.35 -0.04 0.241
C -9.810730 -15.627630 -15.952630 -3.85 0.39 0.19 -0.747
C -10.187450 -15.794420 -17.370080 -0.18 1.46 1.86 0.339
N -10.461810 -15.888340 -18.475020 -0.66 0.30 -0.69 -0.399
H -10.698340 -15.492070 -15.334670 -0.73 -0.40 -0.33 0.250
H -9.279430 -14.724610 -15.652000 -0.36 0.15 -1.07 0.263
H -9.254960 -16.483680 -15.569990 -2.49 0.39 -0.52 0.299
C -4.040010 -15.178660 -14.269820 2.38 2.12 0.44 -0.738
C -2.938810 -15.716390 -13.511040 2.80 -1.15 1.13 0.300
N -2.084070 -16.231640 -12.897720 -1.53 1.76 -1.46 -0.351
H -4.854440 -14.948790 -13.582810 0.83 1.24 0.00 0.234
H -4.574820 -15.891360 -14.897630 2.49 2.36 0.68 0.284
H -3.643150 -14.376020 -14.891410 -0.34 0.49 0.27 0.252
C -4.847930 -17.225860 -12.426590 1.33 -0.81 2.05 -0.861
C -4.034920 -18.169090 -13.186630 0.14 0.80 0.99 0.317
N -3.318220 -18.903830 -13.693090 0.00 -0.66 -0.20 -0.361
H -4.259260 -16.483850 -11.887150 0.07 0.41 -0.93 0.262
H -5.182390 -17.802260 -11.564040 0.53 0.65 -0.22 0.304
H -5.748140 -16.899920 -12.947640 2.52 -1.82 1.62 0.316
C -6.410190 -19.960210 -13.986380 0.42 -1.86 0.16 -0.846
C -6.298770 -19.405600 -12.649150 -0.61 0.43 5.04 0.377
N -6.294930 -18.973460 -11.530830 -1.40 -3.84 -4.77 -0.425
H -7.077920 -20.821530 -13.967440 0.06 -0.28 0.36 0.281
H -5.447190 -20.284910 -14.380460 0.08 0.15 0.39 0.272
H -6.919300 -19.290710 -14.679680 1.04 -1.34 0.89 0.320
```
Positions in Å, forces in eV/Å.

E = -53193.2719 eV
HOMO = -3.9 eV
Orbital gap = 6.3 eV
Charge = -1

---

This record from OMol25 describes a structure of composition C18H27GdIN5O at a distorted geometry. The level of theory is the ωB97M-V functional and the def2-TZVPD basis.

Geometry as XYZ:
```
53
Properties=species:S:1:pos:R:3:forces:R:3:mulliken_charge:R:1
C 4.109425 2.392766 -2.955456 4.15 3.17 -3.19 -1.170
I 4.320142 0.478801 -3.273079 3.19 -5.28 -3.34 -0.726
H 3.583956 3.142047 -2.448015 -1.69 -0.04 1.54 0.563
H 3.906678 2.582505 -4.008730 0.54 1.39 -0.50 0.167
H 5.170034 2.570978 -2.694139 -0.06 0.96 -0.59 0.250
C 0.477252 -3.333791 2.049868 0.25 -0.30 0.26 -0.514
C 1.787103 -2.999541 2.074694 -0.37 -0.12 -0.08 -0.503
N 1.968912 -2.060292 1.085176 1.19 0.01 0.24 0.430
C 0.784594 -1.720943 0.457707 0.14 -0.36 -0.73 -0.708
N -0.109702 -2.599669 1.043055 -0.73 -0.30 0.15 0.523
H -0.070775 -4.046184 2.644326 0.02 0.05 0.00 0.434
H 2.596244 -3.362883 2.685081 -0.03 0.00 0.00 0.392
C -1.470549 0.967618 -3.980108 -0.03 0.89 -1.12 -0.465
C -1.327032 0.479959 -1.774826 -0.59 -0.33 0.68 -0.750
N -1.561223 0.009609 -3.013888 -0.92 -2.24 -1.61 0.460
H -1.043675 3.136804 -3.721390 0.10 -0.09 -0.10 0.460
N -1.046666 1.814865 -2.025471 -0.11 2.37 1.24 0.670
H -1.654987 0.781067 -5.046776 0.20 0.03 0.75 0.328
Gd 0.241270 0.477634 -0.149758 1.71 -0.64 1.57 -0.296
C 2.926943 1.256345 -1.813562 -5.69 -0.54 5.10 0.414
O 2.182985 1.373658 -0.830225 0.05 0.62 0.86 -0.933
C -1.160035 2.131395 -3.355102 -0.05 -0.33 -0.79 -0.697
C -0.837786 2.843790 -0.976240 -0.20 -0.16 -0.64 -1.101
H -1.395973 3.751257 -1.227457 -0.03 -0.09 -0.07 0.463
H 0.230913 3.128423 -0.898949 -0.32 -0.19 0.02 0.300
H -1.208822 2.516152 0.015374 0.02 0.06 -0.50 0.387
C -1.827376 -1.411465 -3.285656 0.29 0.65 0.17 -0.796
H -2.348689 -1.510628 -4.240739 0.02 0.07 0.09 0.340
H -2.447265 -1.824265 -2.483747 0.04 0.16 -0.13 0.203
H -0.894947 -1.991972 -3.326060 -0.09 0.19 0.06 0.251
C -1.488447 -2.761342 0.648239 -0.26 0.12 0.21 -0.802
H -1.774052 -3.825712 0.682045 0.16 0.20 -0.07 0.497
H -1.643739 -2.382586 -0.373738 0.27 -0.08 0.30 0.035
H -2.168722 -2.213320 1.319810 0.23 -0.11 -0.13 0.194
C 3.254864 -1.450121 0.796944 -0.03 0.22 0.03 -0.819
H 3.411312 -1.359649 -0.288348 -0.07 -0.09 0.29 0.250
H 4.055342 -2.066039 1.232959 -0.27 0.14 -0.20 0.360
H 3.334399 -0.433297 1.227655 -0.11 -0.29 -0.15 0.224
C -3.229056 0.339572 0.910520 -1.14 0.18 -0.76 -0.643
C -2.318427 0.403614 2.057172 1.58 0.45 2.20 0.361
C -2.601335 0.140778 3.417936 0.31 0.08 -1.01 -1.013
C -1.386558 0.298326 4.142845 1.03 0.46 -1.57 -0.833
C -0.391665 0.669358 3.190769 -3.15 -0.32 -0.22 0.647
C 1.031489 0.919975 3.395703 1.39 0.24 0.33 -1.050
N -0.977748 0.770567 1.927610 -0.78 -0.54 1.00 0.198
H -3.436051 -0.702374 0.605157 0.00 0.36 -0.05 0.069
H -2.851707 0.854846 0.007987 -0.12 -0.33 0.52 0.072
H -4.198090 0.800033 1.171655 0.15 -0.18 -0.09 0.429
H -3.584303 -0.128102 3.800088 0.23 0.02 0.01 0.404
H -1.202347 0.176260 5.198095 -0.09 -0.05 0.13 0.419
H 1.215164 1.218052 4.440786 0.02 -0.06 -0.26 0.413
H 1.653600 0.022690 3.210814 -0.17 0.30 -0.05 0.012
H 1.415128 1.734428 2.751388 -0.14 -0.34 0.21 0.202
```
Positions in Å, forces in eV/Å.

E = -57520.9719 eV
HOMO (alpha / beta) = 2.4 / 0.1 eV
Orbital gap (alpha / beta) = 1.8 / 4.0 eV
Multiplicity = 8
Charge = -2